[1]
Molecular formula: C5H10O
Method: DFT, ωB97M-V/def2-TZVPD

- Calculated total energy: -271.6722 Eh
- Kohn-Sham gap: 0.3286 Ha
- Structure (SMILES): CC/C=C(\C)O
- Energy above the lowest of the compared OMol25 structures with the same formula, charge and spin: 2.189 eV
- Highest occupied orbital energy: -8.077 eV

ORCA input file:
```
! wB97M-V def2-TZVPD RIJCOSX def2/J DEFGRID3
* xyz 0 1
C 1.42594 -0.55470 1.30486
C 1.17009 -0.60786 -0.19410
C -0.20054 -0.86216 -0.80396
C -1.02559 0.16452 -0.61984
C -1.39293 0.75278 0.70688
O -1.58959 0.80582 -1.69998
H 2.50769 -0.59207 1.45959
H 1.06945 0.36954 1.77450
H 0.95969 -1.40258 1.81069
H 1.48327 0.36891 -0.61045
H 1.81455 -1.33891 -0.67015
H -0.20779 -1.32905 -1.78953
H -2.48351 0.84330 0.66750
H -0.97348 1.74860 0.89841
H -1.14428 0.08972 1.53737
H -1.29415 1.72127 -1.57441
*
```

These are the Mulliken partial charges, in e, on atoms 1 to 8: atom 1 (C): -1.17, atom 2 (C): -0.27, atom 3 (C): -0.65, atom 4 (C): 0.61, atom 5 (C): -1.24, atom 6 (O): -0.54, atom 7 (H): 0.36, atom 8 (H): 0.28

[2]
Molecular formula: C27H59F3N11O8S
Method: DFT, ωB97M-V/def2-TZVPD

- Calculated total energy: -2965.6112 Eh
- Kohn-Sham gap: 0.1400 Ha
- Highest occupied orbital energy: -10.011 eV

ORCA input file:
```
! wB97M-V def2-TZVPD RIJCOSX def2/J DEFGRID3
* xyz 1 1
N 3.85568 -4.65672 -1.80667
C 3.75157 -3.96131 -2.98640
N 2.50680 -3.31082 -3.54813
C 1.35909 -4.28227 -3.71767
C 0.07276 -4.00493 -2.72503
O -1.09070 -3.42637 -3.47478
C -1.77579 -2.40486 -2.66778
C -2.75546 -3.03020 -1.48122
F -2.00124 -3.58180 -0.33217
F -3.71734 -4.02988 -2.02287
F -3.59961 -1.88692 -0.96822
N 5.05729 -3.79083 -3.78285
N 5.16424 -2.39939 -3.94553
C 5.67631 -1.93870 -2.73061
S 6.67650 -1.11747 -1.57945
H 4.11084 -4.16714 -0.91585
H 3.75707 -5.70143 -1.77051
H 2.23599 -2.44159 -3.03795
H 1.76250 -5.38573 -3.62680
H 0.94930 -4.13326 -4.82669
H 0.38957 -3.36212 -1.80008
H -0.32563 -5.05976 -2.33319
H -2.50746 -1.76752 -3.36289
H -1.03626 -1.61768 -2.18610
H 5.85238 -4.09465 -3.16096
C -3.05023 -6.15548 3.90924
O -3.22516 -6.56482 5.05010
N -3.82736 -5.21317 3.26938
C -3.55283 -4.78164 1.91493
C -4.95388 -4.63582 3.97268
H -2.22185 -6.52814 3.28483
H -3.36598 -3.70410 1.91840
H -4.42324 -5.00226 1.29052
H -2.67851 -5.29646 1.50705
H -4.59265 -4.14419 4.88097
H -5.64452 -5.43572 4.25627
H -5.47184 -3.90869 3.34136
C 10.76670 -1.77204 -2.77180
O 10.01478 -2.71861 -2.57597
N 10.94752 -1.13030 -3.97876
C 11.85862 -0.01500 -4.12745
C 10.20352 -1.58469 -5.13506
H 11.37993 -1.34684 -1.96055
H 11.29511 0.85886 -4.46636
H 12.61706 -0.27505 -4.87130
H 12.35094 0.22052 -3.17982
H 9.13298 -1.50581 -4.92323
H 10.44819 -2.63391 -5.32612
H 10.45041 -0.98302 -6.01404
C 4.68035 0.41204 0.73146
O 3.70516 -0.07195 0.17067
N 4.67234 1.54944 1.51090
C 5.87249 2.05788 2.14116
C 3.42522 2.25900 1.70645
H 5.67864 -0.04797 0.64913
H 5.72160 2.07777 3.22415
H 6.06037 3.07193 1.77703
H 6.73588 1.42772 1.91034
H 2.70080 1.58419 2.17231
H 3.03786 2.57329 0.73259
H 3.57507 3.13508 2.34334
C 4.10820 2.39969 6.32168
O 4.59111 2.84373 5.28758
N 4.32343 1.13474 6.82649
C 3.71299 0.68517 8.05992
C 5.18698 0.22598 6.10160
H 3.43696 3.00711 6.95052
H 4.50242 0.41557 8.76713
H 3.09319 -0.19084 7.84864
H 3.08943 1.46873 8.49929
H 6.18096 0.67448 6.01201
H 4.77892 0.07115 5.09823
H 5.26117 -0.73332 6.62105
C -3.64963 -0.16040 3.21015
O -3.56122 0.19899 4.37752
N -4.54553 0.33467 2.28628
C -4.58586 -0.14523 0.92093
C -5.47605 1.36718 2.69257
H -2.98959 -0.94033 2.79659
H -4.39484 0.69363 0.24575
H -5.57803 -0.55986 0.72128
H -3.83251 -0.91995 0.75328
H -4.91220 2.23681 3.04327
H -6.08935 0.98972 3.51636
H -6.11943 1.65763 1.85753
C -6.48219 2.18739 -0.75816
O -5.67166 2.66404 0.02642
N -7.69655 2.74813 -1.09309
C -8.60079 2.11898 -2.03258
C -8.08122 4.00589 -0.48720
H -6.28979 1.23328 -1.27548
H -8.76956 2.80050 -2.87107
H -9.54918 1.91481 -1.52756
H -8.18585 1.18045 -2.41048
H -7.33365 4.76482 -0.73687
H -8.10931 3.88365 0.59977
H -9.06340 4.32376 -0.84755
C -7.17996 7.28058 -1.91929
O -8.25934 6.72024 -1.77551
N -6.50697 7.42621 -3.11392
C -5.23067 8.10433 -3.19952
C -7.09370 6.88459 -4.32200
H -6.64579 7.72837 -1.06540
H -5.32840 8.95714 -3.87715
H -4.48530 7.40641 -3.59133
H -4.90748 8.46100 -2.21761
H -8.07126 7.34916 -4.48239
H -7.23245 5.80634 -4.19803
H -6.44890 7.07622 -5.18403
*
```

These are the Mulliken partial charges, in e, on atoms 1 to 8: atom 1 (N): -0.34, atom 2 (C): 0.11, atom 3 (N): -0.21, atom 4 (C): -0.51, atom 5 (C): -0.31, atom 6 (O): -0.37, atom 7 (C): -0.54, atom 8 (C): 0.84

[3]
Molecular formula: C3H8N2O2S
Method: DFT, ωB97M-V/def2-TZVPD

- Calculated total energy: -777.0423 Eh
- Kohn-Sham gap (alpha / beta): 0.2006 / 0.2577 Ha
- Energy above the lowest of the compared OMol25 structures with the same formula, charge and spin: 1.004 eV
- Highest occupied orbital energy (alpha / beta): -4.944 / -10.191 eV

ORCA input file:
```
! wB97M-V def2-TZVPD RIJCOSX def2/J DEFGRID3
* xyz 0 3
C 0.31816 -2.62439 -1.51968
C 0.72574 0.73463 2.00010
C 0.75283 0.78083 0.46269
N 1.35323 -3.11872 -1.69533
N -0.95844 -2.21649 -1.32517
O -0.56316 2.59600 -0.96838
O -1.64017 0.39660 -0.63120
S -0.96256 1.41709 0.12440
H -0.26794 0.54844 2.42559
H 1.34404 -0.16066 2.34130
H 1.22201 1.64752 2.52123
H 1.30836 1.52689 -0.07903
H -0.97352 2.50671 -1.78348
H 0.78485 -0.27803 0.06957
H -1.18545 -1.29828 -1.58506
H -1.25798 -2.45814 -0.35755
*
```

These are the Mulliken partial charges, in e, on atoms 1 to 8: atom 1 (C): 0.38, atom 2 (C): -1.10, atom 3 (C): 0.11, atom 4 (N): -0.43, atom 5 (N): -0.47, atom 6 (O): -0.42, atom 7 (O): -0.48, atom 8 (S): 0.28